No. 1
C15H35N5O5 | ωB97M-V with the def2-TZVPD basis set

**Charge**: 0
**SMILES**: CN(C)C=O.CN(C)C=O.CN(C)C=O.CN(C)C=O.CN(C)C=O
**Calculated total energy**: -1242.407453 hartree
**Multiplicity**: 1
**Strongest force on any atom**: 5.8 eV/A

Geometry as XYZ:
```
60
C15H35N5O5 | the Open Molecules 2025 dataset | ωB97M-V with the def2-TZVPD basis set
C 5.387 -3.908 1.968
O 5.690 -2.820 1.372
N 4.437 -3.926 2.916
C 4.055 -5.180 3.633
C 3.507 -2.826 2.951
H 5.793 -4.926 1.860
H 4.895 -5.872 3.554
H 3.127 -5.621 3.271
H 3.871 -5.102 4.704
H 3.583 -2.231 2.040
H 2.464 -3.143 2.960
H 3.780 -2.170 3.778
C 0.235 5.320 -2.539
O 0.102 6.220 -3.254
N 1.136 4.333 -2.708
C 1.410 3.418 -1.656
C 1.973 4.093 -3.896
H -0.255 5.342 -1.554
H 1.099 2.388 -1.830
H 1.104 3.849 -0.703
H 2.467 3.315 -1.407
H 3.017 4.182 -3.598
H 1.654 3.139 -4.317
H 1.840 4.839 -4.679
C 0.018 0.460 1.060
O 0.843 1.363 0.902
N 0.208 -0.736 0.562
C -0.970 -1.622 0.563
C 1.460 -0.979 -0.192
H -1.016 0.615 1.403
H -1.796 -1.172 0.011
H -1.469 -1.556 1.530
H -0.807 -2.700 0.575
H 2.150 -0.135 -0.201
H 2.066 -1.838 0.093
H 1.160 -1.132 -1.229
C -2.483 2.883 3.667
O -1.758 1.882 3.438
N -3.426 3.352 2.843
C -3.431 2.671 1.501
C -4.556 4.107 3.139
H -2.506 3.488 4.586
H -3.980 3.323 0.821
H -4.119 1.838 1.649
H -2.507 2.373 1.006
H -5.348 3.367 3.249
H -4.385 4.692 4.044
H -4.723 4.797 2.312
C -2.595 -4.074 -3.566
O -1.978 -5.060 -3.883
N -2.079 -2.859 -3.372
C -3.006 -1.789 -3.206
C -0.721 -2.447 -3.266
H -3.689 -3.952 -3.550
H -2.763 -1.010 -3.928
H -2.992 -1.374 -2.198
H -4.057 -2.050 -3.335
H -0.222 -3.414 -3.335
H -0.531 -1.985 -4.235
H -0.363 -2.038 -2.322
```

***

No. 2
C15H35NO7S2 | ωB97M-V with the def2-TZVPD basis set

**Charge**: 0
**Calculated total energy**: -1970.215185 hartree
**Multiplicity**: 1
**Strongest force on any atom**: 5.3 eV/A

Geometry as XYZ:
```
60
C15H35NO7S2 | the Open Molecules 2025 dataset | ωB97M-V with the def2-TZVPD basis set
C -2.747 1.996 6.765
S -2.724 2.629 5.021
O -1.292 2.452 4.463
C -3.897 1.386 4.209
H -3.796 1.968 7.063
H -2.271 2.736 7.409
H -2.277 1.032 6.957
H -4.916 1.500 4.580
H -3.595 0.340 4.158
H -4.029 1.676 3.167
C 1.364 -1.312 -0.883
S 3.036 -2.022 -1.153
O 3.322 -3.113 -0.098
C 2.661 -3.046 -2.661
H 0.574 -1.981 -1.222
H 1.275 -0.413 -1.493
H 1.284 -1.094 0.182
H 1.977 -3.890 -2.568
H 3.587 -3.496 -3.019
H 2.227 -2.470 -3.478
C 3.115 0.438 -4.544
O 2.099 -0.004 -4.073
N 4.166 0.789 -3.881
C 5.364 1.251 -4.448
C 4.153 0.732 -2.475
H 3.141 0.601 -5.632
H 5.499 2.331 -4.389
H 5.378 0.920 -5.486
H 6.064 0.603 -3.920
H 3.218 0.638 -1.924
H 4.762 -0.087 -2.093
H 4.452 1.717 -2.116
O -3.939 -1.672 2.655
C -3.134 -1.964 1.748
O -3.017 -3.045 1.049
C -3.851 -4.162 1.345
C -3.283 -4.994 2.523
C -2.268 -0.845 1.200
H -3.827 -4.584 0.340
H -4.914 -3.931 1.402
H -4.022 -5.772 2.713
H -3.309 -4.406 3.440
H -2.261 -5.327 2.338
H -2.857 -0.813 0.283
H -1.330 -1.285 0.862
H -2.193 0.076 1.779
O 0.190 1.171 -0.133
C 0.336 2.376 -0.039
O 0.803 3.177 -0.974
C 1.056 2.776 -2.332
C -0.222 2.589 -3.262
C -0.063 3.074 1.250
H 1.715 1.911 -2.262
H 1.620 3.613 -2.742
H -0.846 1.775 -2.893
H -0.080 2.315 -4.307
H -0.874 3.463 -3.251
H 0.733 3.638 1.736
H -0.374 2.372 2.024
H -0.965 3.665 1.090
```

***

No. 3
C15H36AsN3O3PPtS | ωB97M-V with the def2-TZVPD basis set

**Charge**: +3
**Calculated total energy**: -4076.798677 hartree
**Multiplicity**: 1
**Strongest force on any atom**: 0.1 eV/A

Geometry as XYZ:
```
61
C15H36AsN3O3PPtS | the Open Molecules 2025 dataset | ωB97M-V with the def2-TZVPD basis set
Pt -0.270 -0.211 0.919
C -3.290 -1.166 1.611
O -1.971 -0.822 2.088
C -2.002 0.169 3.151
C -0.726 0.001 3.922
O 0.384 -0.011 2.989
C 1.501 -0.757 3.591
C 2.612 -1.054 2.630
O 2.126 -1.900 1.612
C 3.187 -2.478 0.856
H -3.927 -1.375 2.468
H -3.711 -0.345 1.030
H -3.188 -2.069 1.022
H -2.111 1.162 2.707
H -2.858 -0.024 3.798
H -0.584 0.807 4.644
H -0.744 -0.954 4.449
H 1.865 -0.157 4.426
H 1.091 -1.696 3.967
H 3.050 -0.142 2.210
H 3.394 -1.555 3.213
H 3.856 -3.050 1.502
H 2.738 -3.159 0.136
H 3.765 -1.708 0.336
C 3.011 3.668 -0.362
As 1.548 2.867 0.576
C 1.829 3.055 2.460
C -0.089 3.741 0.098
S 1.591 0.763 -0.031
H 3.069 4.718 -0.072
H 2.843 3.588 -1.433
H 3.934 3.160 -0.087
H 1.852 4.119 2.696
H 2.783 2.600 2.722
H 1.021 2.570 3.001
H -0.044 4.769 0.460
H -0.927 3.227 0.563
H -0.194 3.746 -0.985
C -0.222 -0.523 -4.252
N -0.099 -1.853 -3.476
C -1.462 -2.573 -3.538
N -2.483 -1.721 -3.042
C -2.556 -0.481 -3.815
N -1.293 0.254 -3.738
C -1.043 0.822 -2.416
P -0.907 -0.538 -1.180
C 0.321 -1.614 -2.057
C -2.434 -1.500 -1.600
H -0.403 -0.796 -5.291
H 0.736 -0.011 -4.164
H 0.603 -2.439 -3.937
H -1.370 -3.490 -2.957
H -1.631 -2.814 -4.587
H -3.367 0.140 -3.440
H -2.765 -0.725 -4.857
H -1.865 1.486 -2.141
H -0.120 1.403 -2.417
H 0.400 -2.574 -1.545
H 1.301 -1.137 -2.060
H -3.323 -0.953 -1.293
H -2.431 -2.459 -1.078
```

***

No. 4
C15H36B2ClIO5 | ωB97M-V with the def2-TZVPD basis set

**Charge**: 0
**SMILES**: CC[C@H](Cl)B(C[C@@H](C)I)B(C)O.COCCOC.COCCOC
**Calculated total energy**: -1776.831494 hartree
**Multiplicity**: 1
**Strongest force on any atom**: 1.2 eV/A

Geometry as XYZ:
```
60
C15H36B2ClIO5 | the Open Molecules 2025 dataset | ωB97M-V with the def2-TZVPD basis set
C -2.483 1.803 1.515
C -1.597 0.577 1.186
C -0.108 0.943 1.087
Cl 0.190 1.627 -0.555
B 0.959 -0.203 1.360
C 0.509 -1.686 1.652
C 0.926 -2.188 3.024
C 0.469 -1.297 4.161
I 0.025 -4.148 3.322
B 2.655 0.146 1.304
C 3.274 1.407 0.592
O 3.579 -0.759 1.852
H -3.051 1.616 2.419
H -3.193 2.010 0.722
H -1.892 2.704 1.652
H -1.901 0.228 0.206
H -1.762 -0.189 1.934
H 0.069 1.762 1.784
H 1.017 -2.313 0.914
H -0.554 -1.872 1.524
H 1.988 -2.373 3.105
H 0.892 -0.295 4.075
H 0.825 -1.701 5.105
H -0.615 -1.264 4.221
H 4.316 1.509 0.878
H 3.242 1.222 -0.483
H 2.712 2.312 0.803
H 3.483 -0.753 2.820
C 3.958 3.276 -4.851
O 4.460 4.324 -4.041
C 3.848 5.578 -4.295
C 2.777 5.903 -3.275
O 1.685 5.003 -3.344
C 1.730 3.983 -2.359
H 4.291 2.335 -4.414
H 2.867 3.281 -4.889
H 4.357 3.352 -5.868
H 3.426 5.603 -5.304
H 4.632 6.340 -4.237
H 2.387 6.904 -3.483
H 3.206 5.911 -2.268
H 1.432 4.381 -1.384
H 2.724 3.538 -2.282
H 1.020 3.214 -2.654
C -5.031 -6.086 0.195
O -3.678 -5.826 -0.132
C -3.502 -4.667 -0.931
C -3.065 -3.473 -0.110
O -4.062 -3.068 0.815
C -3.822 -3.535 2.132
H -5.040 -6.818 1.000
H -5.547 -5.184 0.532
H -5.562 -6.504 -0.668
H -4.421 -4.433 -1.477
H -2.722 -4.893 -1.664
H -2.885 -2.630 -0.785
H -2.127 -3.696 0.410
H -3.028 -2.945 2.603
H -3.539 -4.590 2.144
H -4.740 -3.406 2.704
```

***

No. 5
C15H36F3MgO7S4 | ωB97M-V with the def2-TZVPD basis set

**Charge**: +2
**<S²>**: 0.755
**Calculated total energy**: -3211.666906 hartree
**Multiplicity**: 2
**Strongest force on any atom**: 5.5 eV/A

Geometry as XYZ:
```
66
C15H36F3MgO7S4 | the Open Molecules 2025 dataset | ωB97M-V with the def2-TZVPD basis set
Mg 0.379 0.053 0.503
C -2.292 0.592 -1.602
O -2.452 2.020 -1.553
O -1.089 0.276 -0.906
C -3.485 -0.295 -1.081
F -4.630 -0.103 -1.757
F -3.191 -1.594 -0.962
F -3.765 0.165 0.117
C -3.537 2.629 -2.230
C -3.104 4.092 -2.307
H -2.149 4.335 -2.772
H -3.786 4.552 -3.022
H -3.371 4.729 -1.464
H -4.487 2.498 -1.712
H -3.743 2.399 -3.275
H -2.134 0.553 -2.680
C -2.968 -0.004 3.798
S -1.561 -1.009 3.199
O -0.977 -0.377 1.957
C -2.510 -2.453 2.572
H -3.534 -0.585 4.527
H -3.678 0.231 3.005
H -2.692 0.950 4.246
H -3.471 -2.257 2.097
H -2.745 -3.104 3.415
H -1.913 -3.014 1.853
C 2.158 -3.971 -0.205
S 0.483 -3.340 0.373
O 0.589 -1.850 0.187
C -0.491 -3.812 -1.117
H 2.876 -4.058 0.611
H 2.580 -3.338 -0.986
H 2.173 -4.990 -0.591
H -0.382 -4.881 -1.300
H -0.205 -3.179 -1.956
H -1.551 -3.661 -0.910
C -0.272 4.311 0.260
S 1.237 3.230 0.279
O 0.668 1.871 0.783
C 1.488 3.255 -1.524
H -1.121 3.726 -0.092
H -0.089 5.151 -0.410
H -0.559 4.617 1.266
H 0.573 2.892 -1.991
H 2.257 2.516 -1.752
H 1.739 4.234 -1.932
C 4.106 -0.700 2.379
S 2.560 -0.186 3.076
O 1.560 -0.163 1.908
C 2.233 -1.682 4.045
H 3.932 -1.370 1.537
H 4.726 -1.314 3.032
H 4.714 0.111 1.978
H 2.808 -1.657 4.971
H 2.423 -2.612 3.509
H 1.210 -1.678 4.422
C 1.821 -0.403 -3.216
C 2.609 -0.123 -1.882
O 1.999 0.120 -0.765
C 4.050 -0.192 -1.882
H 1.997 0.198 -4.108
H 0.773 -0.315 -2.930
H 1.842 -1.476 -3.405
H 4.482 -0.444 -2.851
H 4.445 -0.905 -1.157
H 4.440 0.791 -1.617
```

***

No. 6
C15H36INO18S4Si2 | ωB97M-V with the def2-TZVPD basis set

**Charge**: 0
**Calculated total energy**: -4471.532742 hartree
**Multiplicity**: 1
**Strongest force on any atom**: 3.3 eV/A

Geometry as XYZ:
```
77
C15H36INO18S4Si2 | the Open Molecules 2025 dataset | ωB97M-V with the def2-TZVPD basis set
C -4.943 -1.854 -2.625
C -3.520 -1.253 -3.266
O -2.363 -2.123 -3.006
C -1.345 -2.036 -4.063
C 0.061 -1.282 -3.569
C -0.294 0.279 -3.188
C 0.862 1.000 -2.225
C 0.176 2.434 -1.712
Si -0.838 2.255 -0.076
O -0.019 1.338 1.192
Si -1.129 0.112 1.883
N -0.471 -0.454 3.497
I -1.266 -1.946 0.467
H -5.028 -1.403 -1.527
H -4.975 -3.025 -2.604
H -5.816 -1.359 -3.240
H -3.715 -1.034 -4.416
H -3.396 -0.181 -2.762
H -1.718 -1.600 -5.083
H -1.012 -3.160 -4.293
H 0.579 -1.879 -2.691
H 0.791 -1.320 -4.504
H -1.270 0.233 -2.506
H -0.453 0.887 -4.181
H 1.075 0.341 -1.264
H 1.838 1.272 -2.817
H -0.610 2.708 -2.566
H 0.943 3.323 -1.690
H -1.375 3.543 0.408
H -2.039 1.457 -0.434
H -2.449 0.736 2.115
H -1.048 -1.238 3.877
H 0.487 -0.836 3.265
C 4.723 5.582 -3.235
C 3.786 5.282 -2.068
O 3.216 4.009 -2.364
S 4.308 3.118 -3.185
O 4.979 2.249 -2.245
O 3.686 2.637 -4.397
O 5.325 4.333 -3.571
H 4.165 5.936 -4.108
H 5.489 6.316 -2.971
H 3.005 6.038 -1.957
H 4.342 5.193 -1.129
C 1.619 -1.807 6.265
C 0.587 -0.890 6.916
O 0.042 -1.648 7.994
S 1.198 -2.636 8.584
O 1.787 -2.001 9.742
O 0.680 -3.984 8.604
O 2.246 -2.501 7.342
H 1.137 -2.546 5.617
H 2.362 -1.248 5.688
H -0.200 -0.589 6.220
H 1.062 0.002 7.337
C -3.535 -5.388 -4.599
C -4.788 -5.504 -5.462
O -4.397 -5.047 -6.754
S -2.828 -5.422 -6.996
O -2.770 -6.650 -7.758
O -2.125 -4.221 -7.383
O -2.452 -5.767 -5.448
H -3.371 -4.354 -4.280
H -3.576 -6.037 -3.721
H -5.617 -4.906 -5.076
H -5.107 -6.548 -5.556
C 2.477 4.096 5.471
C 1.477 3.826 6.592
O 1.421 2.406 6.709
S 2.882 1.786 6.334
O 3.599 1.545 7.567
O 2.703 0.775 5.318
O 3.506 3.120 5.635
H 2.019 3.945 4.489
H 2.896 5.104 5.526
H 0.487 4.234 6.374
H 1.835 4.229 7.545
```

***

No. 7
C15H36N2O9S | ωB97M-V with the def2-TZVPD basis set

**Charge**: 0
**Calculated total energy**: -1777.724727 hartree
**Multiplicity**: 1
**Strongest force on any atom**: 8.9 eV/A

Geometry as XYZ:
```
63
C15H36N2O9S | the Open Molecules 2025 dataset | ωB97M-V with the def2-TZVPD basis set
O -8.861 -1.615 1.538
C -8.599 -1.879 0.238
O -9.040 -0.866 -0.739
C -7.834 -3.308 -0.171
C -8.285 -3.854 -1.659
O -7.293 -3.627 -2.722
S -6.571 -2.086 -2.622
O -6.828 -1.231 -3.904
O -4.873 -2.407 -2.633
H -9.982 -1.055 -1.028
H -8.262 -4.107 0.606
H -6.679 -3.276 0.010
H -8.382 -5.038 -1.549
H -9.361 -3.443 -1.972
H -4.372 -1.714 -2.111
C 0.945 0.754 -3.355
O 1.044 0.704 -1.938
C 1.217 1.995 -1.340
C -0.039 2.396 -0.551
N -1.159 2.686 -1.452
C -2.449 2.812 -0.762
C -2.993 1.561 -0.042
O -3.362 0.500 -0.925
C -2.287 -0.347 -1.309
H 0.981 -0.271 -3.735
H -0.006 1.197 -3.663
H 1.778 1.314 -3.789
H 1.492 2.760 -2.077
H 2.051 1.901 -0.636
H 0.181 3.284 0.050
H -0.281 1.572 0.127
H -1.239 1.938 -2.139
H -3.181 3.104 -1.525
H -2.394 3.642 -0.049
H -3.920 1.859 0.463
H -2.326 1.202 0.749
H -1.529 -0.444 -0.527
H -1.836 0.016 -2.236
H -2.693 -1.339 -1.516
C 4.872 2.580 0.850
O 4.126 1.512 1.420
C 4.123 0.332 0.608
C 4.933 -0.788 1.282
N 6.366 -0.482 1.273
C 7.161 -1.371 2.130
C 6.881 -1.330 3.646
O 7.250 -0.099 4.270
C 6.263 0.920 4.191
H 4.687 3.479 1.445
H 5.943 2.365 0.883
H 4.559 2.774 -0.179
H 4.477 0.528 -0.411
H 3.079 0.007 0.537
H 4.760 -1.729 0.749
H 4.558 -0.897 2.304
H 6.507 0.475 1.593
H 8.211 -1.093 1.975
H 7.055 -2.401 1.771
H 7.514 -2.096 4.110
H 5.851 -1.605 3.895
H 5.246 0.520 4.193
H 6.429 1.536 3.304
H 6.376 1.571 5.060
```